(1)
ORCA calculation (the ωB97M-V functional and the def2-TZVPD basis) on a 11-piece molecular cluster, C37H74INO33 overall.

calculated total energy: -116724.70747 eV
F_max: 0.0973 hartree/bohr
orbital gap: 0.362 Eh
SMILES: NCCCOC(=O)OCCCI.COC(=O)OC.COC(=O)OC.COC(=O)OC.COC(=O)OC.COC(=O)OC.COC(=O)OC.COC(=O)OC.COC(=O)OC.COC(=O)OC.COC(=O)OC
E_HOMO: -9.7 eV

CARTESIAN COORDINATES (ANGSTROEM)
N 7.72 -2.23 10.08
C 7.51 -1.48 8.78
C 8.86 -1.59 7.86
C 8.44 -2.43 6.56
O 9.48 -2.58 5.54
C 10.71 -1.99 5.92
O 11.60 -2.76 6.36
O 11.03 -0.62 5.81
C 10.70 -0.07 4.50
C 9.12 0.26 4.35
C 8.81 1.62 3.57
I 9.51 3.28 4.84
H 6.79 -2.24 10.51
H 8.36 -1.70 10.69
H 7.32 -0.36 8.99
H 6.63 -1.89 8.18
H 9.68 -2.10 8.47
H 9.12 -0.50 7.60
H 7.52 -1.93 6.07
H 8.11 -3.49 6.87
H 11.37 0.86 4.36
H 10.99 -0.89 3.73
H 8.68 -0.63 3.76
H 8.69 0.24 5.42
H 7.67 1.67 3.44
H 9.34 1.72 2.57
C 3.85 -1.86 3.92
O 3.21 -0.59 3.80
C 3.68 0.35 4.64
O 4.56 0.19 5.45
O 2.99 1.48 4.42
C 3.39 2.57 5.25
H 3.39 -2.54 3.20
H 4.91 -1.78 3.69
H 3.70 -2.28 4.92
H 4.43 2.83 5.07
H 3.22 2.34 6.30
H 2.77 3.43 4.99
C -3.17 0.34 0.50
O -2.03 -0.49 0.70
C -0.97 0.15 1.23
O -0.93 1.31 1.54
O 0.03 -0.74 1.36
C 1.22 -0.20 1.93
H -3.96 -0.28 0.06
H -3.53 0.74 1.45
H -2.94 1.15 -0.20
H 1.04 0.17 2.93
H 1.63 0.59 1.29
H 1.96 -1.00 1.99
C -0.51 1.88 -1.78
O -1.31 1.80 -2.96
C -1.46 2.97 -3.61
O -0.99 4.02 -3.28
O -2.24 2.75 -4.68
C -2.48 3.92 -5.47
H -0.45 0.88 -1.35
H 0.51 2.20 -2.03
H -0.95 2.55 -1.05
H -1.55 4.32 -5.86
H -3.01 4.68 -4.88
H -3.12 3.64 -6.31
C -6.37 -1.18 3.36
O -7.38 -0.19 3.55
C -6.99 1.06 3.25
O -5.90 1.39 2.85
O -8.03 1.88 3.47
C -7.76 3.25 3.19
H -6.79 -2.15 3.63
H -6.06 -1.22 2.31
H -5.51 -0.98 4.00
H -7.51 3.39 2.14
H -6.96 3.63 3.83
H -8.67 3.82 3.41
C -7.44 -7.55 0.78
O -7.45 -6.31 1.49
C -8.36 -5.43 1.06
O -9.15 -5.60 0.16
O -8.25 -4.32 1.80
C -9.17 -3.28 1.45
H -6.67 -8.18 1.21
H -8.40 -8.06 0.89
H -7.21 -7.38 -0.27
H -10.20 -3.61 1.60
H -9.01 -2.95 0.42
H -8.98 -2.43 2.12
C 10.28 -3.92 3.08
O 10.67 -4.58 1.88
C 10.18 -4.03 0.76
O 9.46 -3.06 0.71
O 10.62 -4.74 -0.29
C 10.17 -4.26 -1.55
H 10.73 -4.45 3.92
H 10.63 -2.89 3.09
H 9.19 -3.96 3.20
H 10.53 -3.25 -1.73
H 9.08 -4.31 -1.62
H 10.59 -4.91 -2.32
C -3.75 6.80 -2.34
O -4.86 7.49 -2.91
C -4.54 8.61 -3.56
O -3.42 9.06 -3.69
O -5.67 9.15 -4.05
C -5.47 10.37 -4.77
H -4.13 5.91 -1.84
H -3.05 6.49 -3.11
H -3.25 7.42 -1.59
H -4.83 10.20 -5.64
H -5.04 11.14 -4.12
H -6.44 10.71 -5.11
C -1.44 -4.01 -6.93
O -2.07 -2.74 -7.04
C -1.60 -1.81 -6.19
O -0.71 -1.96 -5.39
O -2.28 -0.67 -6.40
C -1.88 0.42 -5.56
H -1.90 -4.68 -7.66
H -0.37 -3.93 -7.17
H -1.58 -4.43 -5.94
H -0.84 0.68 -5.74
H -2.05 0.18 -4.51
H -2.50 1.27 -5.82
C -4.83 -5.94 -0.90
O -3.51 -5.41 -0.91
C -3.05 -5.09 -2.14
O -3.65 -5.21 -3.17
O -1.80 -4.61 -2.00
C -1.19 -4.22 -3.23
H -5.09 -6.16 0.13
H -5.54 -5.20 -1.29
H -4.88 -6.87 -1.48
H -1.75 -3.42 -3.71
H -1.09 -5.08 -3.90
H -0.19 -3.85 -3.00
C -6.19 2.84 -9.91
O -6.83 4.11 -10.02
C -6.36 5.04 -9.18
O -5.47 4.88 -8.38
O -7.04 6.17 -9.39
C -6.64 7.26 -8.55
H -6.65 2.16 -10.64
H -5.13 2.92 -10.14
H -6.34 2.42 -8.91
H -5.59 7.52 -8.74
H -6.80 7.02 -7.50
H -7.26 8.12 -8.81

(2)
ORCA calculation (the ωB97M-V functional and the def2-TZVPD basis) on C25H21IN2OPPd as an isolated structure.

calculated total energy: -52132.67154 eV
total charge: +3
F_max: 0.0100 hartree/bohr
energy above the lowest of the compared OMol25 structures with the same formula, charge and spin: 0.0 kJ/mol
orbital gap (alpha / beta): 0.267 / 0.154 Eh
multiplicity: 5
⟨S²⟩: 6.049
E_HOMO (alpha / beta): -15.8 / -16.8 eV

CARTESIAN COORDINATES (ANGSTROEM)
Pd 0.05 -0.29 0.27
C -2.58 -5.81 -2.60
C -1.90 -4.84 -3.33
C -1.55 -3.64 -2.73
C -1.90 -3.41 -1.40
C -2.59 -4.38 -0.66
C -2.92 -5.58 -1.27
P -1.54 -1.81 -0.70
C -1.62 -1.86 1.11
C -2.47 -1.02 1.87
C -2.49 -1.13 3.25
C -1.68 -2.07 3.89
C -0.83 -2.89 3.15
C -0.80 -2.79 1.78
C -2.79 -0.62 -1.25
C -3.98 -1.01 -1.86
C -4.92 -0.06 -2.25
C -4.67 1.29 -2.03
C -3.47 1.70 -1.42
C -3.20 3.06 -1.19
C -1.99 3.46 -0.58
C -1.05 2.51 -0.22
C -1.27 1.13 -0.43
C -2.51 0.73 -1.04
H -2.85 -6.74 -3.07
H -1.63 -5.03 -4.36
H -1.02 -2.89 -3.30
H -2.87 -4.21 0.37
H -3.45 -6.34 -0.71
H -3.11 -0.31 1.38
H -3.15 -0.50 3.83
H -1.73 -2.17 4.97
H -0.22 -3.63 3.66
H -0.17 -3.46 1.20
H -4.18 -2.07 -2.02
H -5.84 -0.38 -2.71
H -5.41 2.03 -2.32
H -3.93 3.81 -1.47
H -1.81 4.51 -0.40
H -0.13 2.85 0.24
I 5.46 1.63 -2.68
C 4.03 0.51 -1.91
C 3.99 -0.91 -1.86
N 2.87 -1.22 -1.26
N 2.12 -0.13 -0.88
C 2.81 0.91 -1.27
H 4.69 -1.65 -2.22
H 2.52 -2.15 -1.07
H 2.45 1.91 -1.10
O 0.84 0.16 2.47
H 1.25 0.96 2.81
H 0.74 -0.43 3.23

(3)
ORCA calculation (the ωB97M-V functional and the def2-TZVPD basis) on a 2-piece molecular cluster, C5H7NOS overall.

calculated total energy: -19665.61740 eV
F_max: 0.0702 hartree/bohr
energy above the lowest of the compared OMol25 structures with the same formula, charge and spin: 577.5 kJ/mol
orbital gap (alpha / beta): 0.329 / 0.307 Eh
E_HOMO (alpha / beta): -8.7 / -8.1 eV

CARTESIAN COORDINATES (ANGSTROEM)
C -1.79 0.25 -1.05
C -0.79 1.09 -0.48
C -1.37 -0.56 -2.05
C 0.45 0.65 -0.96
C 2.06 -0.28 1.77
N -0.05 -1.19 1.41
O 1.28 -1.23 1.32
S 0.34 -0.49 -2.23
H -2.93 0.42 -0.79
H -1.02 1.68 0.37
H -2.00 -1.16 -2.66
H 3.17 -0.35 1.68
H 1.37 1.14 -0.81
H 1.69 0.59 2.29
H -0.40 -0.58 2.18

(4)
ORCA calculation (the ωB97M-V functional and the def2-TZVPD basis) on C48H35IrN4O6P as an isolated structure.

calculated total energy: -80715.05979 eV
F_max: 0.0262 hartree/bohr
energy above the lowest of the compared OMol25 structures with the same formula, charge and spin: 1.9 kJ/mol
orbital gap (alpha / beta): 0.255 / 0.217 Eh
multiplicity: 6
⟨S²⟩: 8.793
E_HOMO (alpha / beta): -7.3 / -8.5 eV

CARTESIAN COORDINATES (ANGSTROEM)
Ir -0.50 0.34 -0.14
O -0.68 -0.57 -2.09
C -0.52 -1.79 -2.41
C -1.42 -2.40 -3.33
C -1.25 -3.69 -3.73
C -0.17 -4.48 -3.23
C 0.71 -3.93 -2.35
C 0.59 -2.59 -1.92
C 1.51 -2.08 -1.00
N 1.47 -0.86 -0.48
N 2.46 -0.50 0.27
C 2.18 0.48 1.17
O 1.02 0.91 1.37
C 3.31 1.00 1.95
C 4.59 0.46 1.83
C 5.62 0.95 2.61
C 5.38 1.98 3.52
C 4.11 2.52 3.64
C 3.07 2.04 2.86
H -2.24 -1.79 -3.68
H -1.95 -4.14 -4.41
H -0.05 -5.50 -3.56
H 1.54 -4.53 -1.97
H 2.31 -2.74 -0.66
H 4.76 -0.34 1.13
H 6.61 0.53 2.52
H 6.18 2.35 4.14
H 3.92 3.32 4.34
H 2.08 2.45 2.92
O 1.13 -1.86 2.96
C -0.03 -1.79 2.61
O -0.43 -1.60 1.37
C -1.20 -1.98 3.51
C -1.13 -2.53 4.78
C -2.30 -2.82 5.46
C -3.53 -2.59 4.86
C -3.61 -1.99 3.61
C -2.43 -1.66 2.95
P -2.40 -0.86 1.30
C -3.11 -2.21 0.30
C -4.44 -2.17 -0.15
C -4.97 -3.26 -0.82
C -4.21 -4.40 -1.03
C -2.91 -4.45 -0.56
C -2.35 -3.36 0.08
C -3.74 0.39 1.54
C -3.93 0.96 2.80
C -4.81 2.02 2.96
C -5.51 2.51 1.87
C -5.30 1.96 0.61
C -4.40 0.92 0.44
H -0.15 -2.74 5.21
H -2.26 -3.26 6.45
H -4.44 -2.87 5.37
H -4.56 -1.80 3.14
H -5.06 -1.32 0.05
H -5.99 -3.22 -1.17
H -4.64 -5.25 -1.55
H -2.31 -5.34 -0.70
H -1.34 -3.40 0.44
H -3.40 0.58 3.66
H -4.95 2.46 3.94
H -6.18 3.35 1.99
H -5.84 2.35 -0.25
H -4.21 0.52 -0.55
O -2.90 1.63 -2.37
C -2.37 2.45 -1.64
N -2.66 3.79 -1.61
C -1.82 4.54 -0.70
C -0.98 3.37 -0.12
O -0.09 3.49 0.70
N -1.35 2.21 -0.72
C -0.92 5.54 -1.43
C 0.24 6.01 -0.82
C 1.08 6.90 -1.48
C 0.75 7.35 -2.75
C -0.42 6.92 -3.34
C -1.25 6.02 -2.69
C -2.64 5.28 0.37
C -3.86 5.85 0.02
C -4.61 6.55 0.95
C -4.15 6.68 2.25
C -2.93 6.13 2.60
C -2.17 5.45 1.66
H -3.32 4.19 -2.25
H 0.51 5.65 0.17
H 1.99 7.24 -1.00
H 1.41 8.04 -3.27
H -0.69 7.28 -4.33
H -2.16 5.70 -3.19
H -4.24 5.75 -0.99
H -5.55 6.99 0.65
H -4.75 7.21 2.99
H -2.56 6.23 3.62
H -1.22 5.03 1.95

- Look up the calculated total energy of the fourth one.
  -80715.05979 eV